A structure of composition C9H9NO at a distorted geometry. Source: the Open Molecules 2025 dataset; level of theory: ωB97M-V/def2-TZVPD.

Each line ends with the natural charge from an NBO analysis.
Atoms and positions in Å:
C (-0.850, 2.410, -0.475)  -0.194
C (0.212, 0.294, -0.268)  0.025
O (-1.541, -2.540, 0.722)  -0.512
C (1.335, -0.769, -0.334)  -0.099
C (-0.794, -1.753, 0.324)  0.557
H (1.663, -1.120, -1.288)  0.206
H (1.210, -2.458, 1.435)  0.200
N (2.657, -0.193, 0.208)  -0.875
H (-1.210, 3.500, -0.701)  0.248
C (-2.087, 1.713, -0.079)  -0.166
H (3.432, -1.167, 0.070)  0.375
H (2.571, 0.371, 1.177)  0.390
C (-2.270, 0.497, 0.231)  -0.210
C (0.739, -1.981, 0.228)  -0.436
H (1.139, 2.252, -0.968)  0.243
H (0.951, -2.764, -0.218)  0.196
C (0.299, 1.689, -0.519)  -0.231
C (-0.987, -0.350, 0.070)  -0.149
H (-3.293, 2.555, -0.315)  0.166
H (-3.176, -0.186, 0.700)  0.265

Calculated values
- highest occupied orbital energy (eV) = -9.165
- frontier orbital gap (eV) = 9.0122
- ΔE to the lowest compared entry with this formula, charge and spin (kJ/mol) = 662.3

=====

A cluster of 2 separate species, C3H8N2 in total at a distorted geometry. Source: the Open Molecules 2025 dataset; level of theory: ωB97M-V/def2-TZVPD.

Each line ends with the natural charge from an NBO analysis.
Atoms and positions in Å:
H (-2.149, -0.639, 1.668)  0.211
H (1.902, 0.677, 0.814)  0.198
H (-0.427, -2.257, -0.760)  0.315
C (2.682, 0.223, 0.135)  -0.225
N (2.336, -0.408, -0.837)  -0.173
C (-1.971, 0.184, 0.922)  -0.586
H (-0.950, 0.310, -1.029)  0.211
H (-2.740, 0.735, 0.702)  0.196
N (-0.324, -1.437, -0.048)  -0.419
H (-2.066, -0.835, -0.897)  0.171
H (3.674, 0.314, 0.610)  0.202
C (-1.306, -0.520, -0.313)  -0.296
H (-1.091, 0.834, 1.237)  0.197

Calculated values
- highest occupied orbital energy (alpha / beta) (eV) = -9.437 / -9.492
- frontier orbital gap (alpha / beta) (eV) = 9.2835 / 9.3318
- ΔE to the lowest compared entry with this formula, charge and spin (kJ/mol) = 599.1

=====

A cluster of 4 separate species, C20H40O3P2 in total at a distorted geometry. Source: the Open Molecules 2025 dataset; level of theory: ωB97M-V/def2-TZVPD.

Each line ends with the natural charge from an NBO analysis.
Atoms and positions in Å:
C (-7.408, -0.206, -3.189)  -0.432
H (2.758, -3.129, -0.706)  0.198
H (-2.266, 0.829, -2.985)  0.233
C (-7.092, -0.771, -1.819)  -0.067
C (4.203, -5.916, -1.027)  -0.067
H (4.076, -3.087, -1.896)  0.161
C (2.956, 4.401, 5.055)  -0.431
C (3.637, 3.131, 4.600)  -0.430
C (-5.348, -1.339, -3.258)  -0.067
H (-0.505, 0.754, -2.381)  0.225
H (1.956, 1.771, 4.746)  0.169
H (4.135, 2.587, 5.404)  0.219
H (-3.062, -0.712, -0.970)  0.228
O (3.283, -4.950, -1.552)  -0.538
C (1.935, 4.623, 3.958)  -0.065
H (1.746, -2.914, 2.158)  0.274
H (1.137, 2.586, -2.255)  0.223
C (3.649, -3.653, -1.061)  -0.072
H (-1.959, 0.769, 1.230)  0.220
H (5.853, -5.682, 0.388)  0.216
H (-7.155, -0.018, -1.030)  0.185
P (-0.250, 3.393, -0.317)  0.184
C (-1.962, -0.678, -1.355)  -0.633
H (6.096, -4.907, -1.187)  0.200
H (-7.049, 0.826, -3.260)  0.203
H (2.809, 1.687, 3.189)  0.185
H (-1.273, -0.941, -0.473)  0.211
H (4.526, -6.588, -1.826)  0.182
C (1.897, -1.879, 1.655)  -0.335
H (5.350, -3.026, 0.160)  0.220
O (-5.757, -1.292, -1.884)  -0.540
H (3.674, -6.504, -0.268)  0.162
C (-1.603, 0.781, -2.026)  -0.711
C (1.610, -0.643, 1.267)  -0.009
H (-6.367, -0.652, -5.066)  0.219
H (2.131, 3.620, -1.059)  0.245
C (2.486, 2.359, 3.988)  -0.070
C (-6.588, -1.097, -4.094)  -0.431
H (2.110, 0.648, -1.245)  0.220
H (-0.479, 4.732, -0.847)  0.020
C (-2.702, 1.478, 0.704)  -0.927
H (-8.476, -0.213, -3.416)  0.218
H (0.992, 1.514, 1.675)  0.273
C (1.069, 0.814, 0.767)  -0.483
H (4.381, 3.365, 3.831)  0.200
H (-3.671, 0.911, 0.461)  0.242
H (2.364, 5.190, 3.124)  0.164
H (-7.116, -2.042, -4.262)  0.201
H (2.447, 4.228, 6.009)  0.202
H (0.026, 0.631, 0.323)  0.240
O (1.567, 3.328, 3.465)  -0.541
H (-4.604, -0.550, -3.412)  0.163
H (-4.881, -2.304, -3.470)  0.186
C (1.347, 2.756, -1.121)  -0.694
H (1.045, 5.148, 4.314)  0.186
P (-2.012, 2.259, -0.904)  0.459
C (5.353, -5.140, -0.417)  -0.431
C (4.670, -3.871, 0.036)  -0.429
H (3.638, 5.245, 5.180)  0.218
C (1.988, 1.443, -0.401)  -0.405
H (-1.791, -1.499, -2.166)  0.220
H (-2.950, 2.309, 1.483)  0.250
H (-7.763, -1.599, -1.567)  0.165
H (4.162, -4.044, 0.991)  0.199
H (3.029, 1.731, 0.014)  0.220

Calculated values
- highest occupied orbital energy (eV) = -7.503
- SMILES = C#CCCC[PH]#P(C)CC.C1CCOC1.C1CCOC1.C1CCOC1
- frontier orbital gap (eV) = 8.2655

=====

A structure of composition C34H56N2O2P3Ti at a distorted geometry. Source: the Open Molecules 2025 dataset; level of theory: ωB97M-V/def2-TZVPD.

Each line ends with the Löwdin spin population.
Atoms and positions in Å:
C (3.134, 2.770, 3.070)  -0.001
H (4.768, 2.228, 0.835)  0.000
C (-3.544, 0.837, 3.451)  0.008
C (-1.489, 2.448, -2.124)  0.082
C (0.548, -1.390, 1.145)  0.176
H (-3.693, -1.479, -3.913)  0.000
H (-4.335, -2.197, -2.417)  0.000
H (0.942, 4.518, 2.847)  0.000
C (-5.476, 3.710, -3.054)  0.006
H (4.189, -3.114, -0.968)  0.000
P (1.044, 1.898, 1.156)  0.017
C (3.376, -2.544, -0.505)  0.001
C (-2.914, -0.214, 1.340)  0.010
P (2.769, -1.335, -1.689)  0.008
H (-2.626, -4.235, -2.551)  0.000
C (1.065, 4.770, 1.780)  0.002
H (-3.102, -2.694, 2.231)  0.000
H (-1.367, -0.151, -3.277)  0.001
C (-1.163, -1.219, -3.371)  0.005
H (-2.376, -4.304, 2.432)  0.000
H (4.531, 0.241, -1.194)  0.000
C (3.710, 2.444, 0.638)  0.000
H (-0.037, 2.599, 3.202)  0.000
H (-2.042, -3.578, -4.080)  0.000
H (-4.192, -1.235, -0.036)  0.001
H (-4.938, -0.049, 2.034)  0.000
C (-3.549, -1.545, -2.820)  0.001
H (-1.363, 3.907, 2.005)  0.000
H (2.023, 3.976, -0.713)  0.000
H (-0.893, -3.864, -2.775)  0.000
H (-1.480, -5.568, 0.613)  0.000
H (-6.474, 4.158, -3.171)  0.000
C (-2.868, 2.759, -2.512)  0.008
C (0.101, 1.617, 2.711)  0.003
C (3.247, 0.478, 2.136)  0.002
H (2.119, 5.007, 1.563)  0.000
C (-3.193, -1.276, 0.413)  0.036
H (4.921, -0.798, -2.582)  0.000
C (-2.272, -3.339, 1.918)  0.001
H (3.629, 3.528, 0.509)  0.000
C (-3.913, 0.247, 2.240)  0.001
C (-1.298, 0.991, 2.555)  0.008
H (-1.306, -1.492, -4.429)  0.000
H (4.170, 2.565, 3.382)  0.000
H (-4.223, 0.991, 4.271)  0.000
H (3.766, 0.545, -2.779)  0.000
C (-1.918, -3.522, -2.986)  0.001
H (-0.983, -4.838, -0.947)  0.000
Ti (-0.090, -0.073, -0.135)  1.371
H (4.300, 0.459, 2.457)  0.000
C (-2.242, -3.595, 0.392)  -0.003
H (3.078, 3.849, 2.896)  0.000
H (-0.204, -4.303, 0.583)  0.000
H (3.150, -0.178, 1.264)  0.001
H (-2.309, 3.744, -4.385)  0.001
H (-4.306, -3.161, -0.326)  0.000
H (-4.546, 4.848, -4.615)  0.000
H (0.677, 0.951, 3.378)  0.000
C (2.857, 1.930, 1.808)  -0.003
C (-2.198, 1.168, 3.598)  0.002
C (-1.150, -4.635, 0.122)  0.000
C (-3.650, -4.022, -0.112)  -0.001
H (-4.150, -4.596, 0.685)  0.000
C (0.931, 4.006, -0.600)  0.002
H (-1.359, 4.759, 0.443)  0.000
H (-1.782, 1.595, 4.504)  0.000
H (1.465, -2.887, -2.970)  0.000
H (2.575, -3.232, -0.223)  0.000
H (0.489, 3.300, -1.303)  0.002
H (3.760, -2.057, 0.394)  0.000
N (-1.619, 0.302, 1.438)  0.013
H (-3.607, -4.651, -1.015)  0.000
H (3.437, 1.954, -0.304)  0.000
C (0.474, 3.706, 0.831)  0.010
H (3.139, -2.784, -3.560)  0.000
C (-3.108, 3.527, -3.664)  0.007
C (-1.060, 3.832, 0.952)  0.000
H (0.579, 5.011, -0.868)  0.000
P (-1.829, -1.964, -0.541)  0.018
C (2.293, -2.204, -3.180)  0.000
H (1.990, -1.478, -3.940)  0.000
H (-1.329, -2.879, 2.231)  0.000
C (-4.389, 4.073, -3.870)  -0.001
H (-0.106, -1.399, -3.144)  0.001
C (-5.285, 2.706, -2.098)  0.000
N (-0.901, 1.586, -1.485)  -0.009
H (-3.895, 1.362, -1.128)  0.000
H (2.650, 0.062, 2.956)  0.000
H (-3.679, -0.526, -2.421)  0.000
H (2.476, 2.503, 3.907)  0.000
C (-3.998, 2.183, -1.852)  0.008
C (-2.135, -2.067, -2.527)  0.011
H (-1.577, 3.005, 0.468)  0.000
H (0.489, 5.696, 1.604)  0.001
O (1.022, -2.173, 1.898)  0.143
O (1.559, -0.537, -1.161)  0.046
H (-6.133, 2.322, -1.516)  0.000
C (4.123, -0.229, -2.093)  0.001

Calculated values
- highest occupied orbital energy (alpha / beta) (eV) = -8.309 / -8.318
- total charge = +1
- frontier orbital gap (alpha / beta) (eV) = 5.4422 / 5.1775
- spin multiplicity = 3
- ΔE to the lowest compared entry with this formula, charge and spin (kJ/mol) = 13.4
- ⟨S²⟩ = 2.01

=====

Q: Which formula does entry 4 have?
A: C34H56N2O2P3Ti